Entry 1:
Here is 16 unconnected molecules or ions with the total composition C68H139N12O14 at a distorted geometry from the OMol25 dataset. Energies are from ωB97M-V with the def2-TZVPD basis set.

Total charge: +3
2S+1: 1
E_LUMO, eV: -11.716
E_HOMO, eV: -12.9
Frontier orbital gap, eV: 1.14

XYZ file:
```
233
Properties=species:S:1:pos:R:3:forces:R:3
C -8.14683 4.34884 4.39209 -1.2 0.0 1.4
C -7.73024 3.19143 5.32326 -0.1 -1.6 -3.7
N -6.50456 2.50065 4.71068 -1.1 1.2 0.4
C -5.21683 2.74628 5.11594 -0.6 0.6 0.6
C -4.43086 2.08187 4.23834 2.2 -0.3 -0.5
N -5.22427 1.44131 3.33728 -1.4 0.0 -0.9
C -6.51996 1.77351 3.57898 1.5 -0.4 1.8
C -4.76359 0.65022 2.16611 0.6 -0.2 -0.4
H -8.05509 4.07682 3.36768 0.2 -0.3 -0.8
H -7.52589 5.21188 4.59421 0.0 0.3 -0.1
H -9.23767 4.60423 4.53702 1.2 -0.1 0.1
H -8.45717 2.37358 5.28415 -0.2 0.4 0.4
H -7.53305 3.47495 6.30273 0.5 0.4 1.7
H -5.05252 3.43018 5.97884 0.2 -0.9 -1.0
H -3.32814 1.99151 4.06854 -0.8 0.1 0.5
H -7.41675 1.33152 3.18923 0.0 0.0 -0.5
H -5.64899 0.35775 1.55933 0.8 0.4 0.3
H -4.17901 -0.26117 2.43624 -0.7 0.6 0.3
H -4.01658 1.25255 1.59471 -1.0 -0.3 0.3
C 0.70810 1.60930 -9.47921 -0.2 0.8 1.7
C 0.96521 0.40021 -8.57669 -0.3 -0.2 -0.8
N 1.30101 0.78025 -7.20675 0.4 1.5 1.5
C 0.58957 1.75591 -6.50089 -0.7 0.4 -1.4
C 1.37344 2.16487 -5.46306 -2.6 -0.4 0.2
N 2.42098 1.33092 -5.39865 2.3 -0.1 -1.0
C 2.41540 0.56989 -6.49064 0.1 -0.8 -0.5
C 3.64458 1.68250 -4.60237 -0.5 0.2 -1.8
H -0.16913 2.10661 -9.06869 -0.2 0.3 -0.4
H 0.49395 1.31113 -10.49260 0.2 -0.1 -0.3
H 1.54406 2.32881 -9.38671 -0.3 -0.4 -0.4
H 1.83715 -0.04137 -9.05923 -0.2 -1.0 0.6
H 0.03073 -0.19711 -8.52755 0.9 -0.2 -0.1
H -0.39967 2.06985 -6.91506 1.0 -0.2 0.9
H 1.08819 2.77392 -4.63129 0.1 0.4 0.1
H 3.21741 -0.11063 -6.74665 -0.2 0.1 -0.1
H 3.21434 2.05412 -3.70025 0.5 0.0 1.2
H 4.13137 2.52998 -5.15257 -0.2 -0.8 0.6
H 4.31505 0.81102 -4.54966 -0.4 0.4 0.3
C 6.15978 -0.34304 -0.07607 1.7 -0.1 0.3
C 5.77475 1.01419 -0.59234 -0.5 1.1 -0.4
N 6.45692 2.21690 -0.00338 -1.0 -1.0 0.1
C 7.79731 2.51345 -0.05381 1.0 1.3 0.1
C 7.93325 3.78930 0.40216 -2.3 -1.1 -0.1
N 6.65484 4.23328 0.70897 0.4 -0.2 0.0
C 5.76150 3.26084 0.49380 2.6 -0.4 -0.9
C 6.40814 5.48153 1.41113 -1.6 -0.6 -0.7
H 5.95338 -0.37295 0.98175 -0.4 -0.2 0.5
H 7.26051 -0.58094 -0.11658 -1.0 0.3 -0.5
H 5.58395 -1.10928 -0.60674 0.2 0.1 0.2
H 4.68852 1.15887 -0.43201 0.6 0.2 -0.1
H 5.95039 1.18059 -1.65463 -0.1 -0.5 -0.2
H 8.67048 1.98714 -0.43428 -0.9 -0.7 0.0
H 8.76325 4.39971 0.57176 1.1 0.7 0.1
H 4.71022 3.25177 0.62612 -0.7 0.2 0.2
H 6.96565 5.49383 2.30746 0.4 -0.1 1.1
H 5.31833 5.42256 1.63297 0.9 0.8 0.0
H 6.73867 6.31048 0.80400 -0.4 0.3 -0.3
C -3.97125 -2.64496 -8.19127 0.7 1.5 -0.4
C -3.54839 -2.84816 -6.74108 -0.5 1.2 -0.6
C -4.67237 -2.65365 -5.74097 -0.5 0.8 1.2
N -4.52293 -1.55905 -4.61598 -0.8 -0.1 -1.4
C -5.82242 -1.51675 -3.83903 1.3 -1.4 3.0
C -3.33213 -1.76791 -3.70898 0.6 -0.3 -0.7
C -2.89781 -0.36515 -3.24740 0.5 -0.6 -0.5
C -3.75647 0.59041 -4.03699 -1.1 2.4 0.1
C -4.30766 -0.18235 -5.21346 -1.8 0.1 1.5
H -3.11571 -2.81140 -8.85064 0.1 0.2 0.1
H -4.37954 -1.63105 -8.42385 0.4 -0.7 0.4
H -4.67949 -3.34300 -8.53296 -1.2 -1.0 -0.1
H -2.72431 -2.15440 -6.53562 0.2 -0.5 0.2
H -3.27961 -3.88679 -6.65436 0.8 -0.2 0.2
H -4.76477 -3.60047 -5.25180 -0.3 -0.3 1.0
H -5.67505 -2.45395 -6.11900 0.2 0.2 -0.5
H -5.99290 -2.57714 -3.53977 -0.5 0.6 -0.7
H -6.65877 -1.02276 -4.29745 0.0 -0.1 -0.7
H -5.67524 -1.07645 -2.79821 0.2 0.1 -1.4
H -3.61850 -2.47511 -2.93138 -0.1 0.2 0.2
H -2.54264 -2.22770 -4.31911 -0.3 0.1 0.0
H -3.15081 -0.31244 -2.23196 -0.2 0.3 1.6
H -1.80839 -0.14342 -3.38577 -1.1 -0.5 0.0
H -4.62837 1.04059 -3.46254 1.2 -0.6 -0.3
H -3.13234 1.44487 -4.38384 -0.6 -0.5 0.0
H -5.27320 0.19000 -5.64352 1.0 -0.4 0.3
H -3.54540 -0.23650 -5.89649 1.6 -0.4 -2.1
C -3.51285 -3.88658 5.14879 1.2 -0.2 0.7
C -2.84869 -4.81767 4.15514 -2.3 -1.9 0.4
C -3.80034 -4.92435 2.97613 -0.7 1.4 0.1
N -3.17695 -5.26256 1.68754 0.6 -1.5 -1.4
C -2.56618 -6.62692 1.83282 -1.3 -0.3 -1.5
C -2.19834 -4.25196 1.13098 0.2 1.3 0.7
C -2.22887 -4.20176 -0.43495 -0.6 -1.1 1.5
C -3.50912 -5.06046 -0.75833 0.7 -0.7 -0.7
C -4.24019 -5.26009 0.59244 0.0 -0.4 -0.1
H -3.75541 -2.96513 4.66131 -0.2 0.6 -0.2
H -2.82040 -3.65871 5.95481 0.0 0.1 0.1
H -4.38663 -4.32949 5.60837 -0.3 -0.1 -0.1
H -2.65271 -5.81472 4.58359 -0.3 0.3 0.1
H -1.93567 -4.53826 3.77455 2.2 1.5 -0.5
H -4.21619 -3.90717 2.80838 0.0 -0.6 0.1
H -4.64087 -5.61214 3.15373 0.3 0.1 -0.1
H -3.36245 -7.36077 2.05150 0.3 0.5 0.0
H -1.86558 -6.64716 2.62466 0.9 0.1 0.5
H -2.14749 -6.88508 0.85970 0.3 -0.1 0.3
H -1.18380 -4.39847 1.53478 -0.5 -0.1 0.0
H -2.64729 -3.31318 1.52019 0.7 -0.3 -0.3
H -1.29112 -4.64875 -0.83416 -0.7 0.6 0.0
H -2.41260 -3.12474 -0.60462 0.3 -0.9 -0.7
H -3.26302 -6.10318 -1.16672 0.1 1.4 0.7
H -4.06918 -4.61524 -1.60888 -0.1 0.0 1.1
H -4.66441 -6.26020 0.61620 -0.5 0.1 0.1
H -4.94123 -4.49728 0.95106 0.2 -0.2 -0.9
C 2.48392 6.35682 2.04815 3.0 1.5 0.2
C 2.73353 5.51841 3.30014 -2.5 -0.5 0.2
C 2.41348 4.02942 3.09102 -1.7 0.3 2.2
N 2.06372 3.33816 4.45731 0.3 0.4 -0.8
C 0.60053 3.63988 4.83902 2.2 0.6 0.6
C 2.25702 1.86029 4.44253 -0.6 -1.0 -2.0
C 2.14486 1.47597 5.86993 0.1 0.3 0.7
C 2.99395 2.54514 6.54877 1.1 -0.2 0.3
C 3.09320 3.66005 5.51918 -1.0 0.4 0.0
H 2.73748 7.39456 2.39897 -0.2 -0.6 -0.7
H 1.54832 6.43740 1.54929 -1.0 -0.6 0.1
H 3.26630 6.10949 1.26713 -1.0 0.2 0.7
H 2.17380 5.96643 4.18152 0.4 -0.6 -1.1
H 3.74936 5.55626 3.57964 1.3 0.3 0.2
H 3.24133 3.53234 2.67469 1.0 -0.8 -0.4
H 1.51639 3.81886 2.53476 -0.1 0.3 -0.6
H -0.00322 3.13097 4.09961 -0.4 0.1 0.1
H 0.50202 4.73612 4.91922 -0.2 -0.6 -0.4
H 0.50587 3.23070 5.84474 -0.6 0.2 -0.3
H 1.55029 1.34877 3.75032 0.2 0.5 0.5
H 3.26719 1.66512 4.06644 0.0 0.1 0.0
H 1.13671 1.65089 6.22075 -0.3 -0.8 0.1
H 2.46007 0.46988 6.07338 0.1 -0.4 0.1
H 2.55899 2.82404 7.51043 0.4 0.1 -0.1
H 4.06387 2.26833 6.63474 -0.8 -0.4 0.7
H 2.83464 4.63827 5.92353 0.7 0.1 -0.2
H 4.06695 3.51474 5.02753 -0.4 1.0 0.0
C 3.08425 -1.47489 3.10995 -1.9 0.2 -1.0
C 2.67094 -0.94396 1.70425 -0.9 0.5 1.6
C 1.15588 -1.21945 1.50421 0.3 0.6 1.9
N 0.64473 -0.57480 0.27112 -1.0 -0.7 -0.4
C 1.47230 -0.87183 -0.94638 -0.7 -1.7 -0.6
C 0.57119 0.88948 0.48337 -2.5 0.2 0.5
C -0.82417 1.30120 0.00829 -0.2 0.4 0.6
C -1.73554 0.08263 0.31000 0.8 0.7 -0.2
C -0.83220 -1.09191 0.05108 0.9 0.0 -1.5
H 3.14964 -2.55621 3.14440 -0.2 -0.2 0.0
H 2.31564 -1.12226 3.81580 0.3 -0.4 0.0
H 3.99799 -1.07953 3.42426 1.5 0.7 0.4
H 3.22400 -1.46531 0.94973 0.5 0.0 -0.6
H 2.86431 0.17248 1.69526 -0.1 -1.2 -0.3
H 0.52964 -0.76996 2.36756 0.9 -0.8 -1.3
H 0.90782 -2.29414 1.50701 0.4 0.3 -0.3
H 1.79502 -1.94992 -0.82304 -0.3 1.1 -0.4
H 2.33342 -0.22294 -1.03290 0.1 0.2 0.3
H 0.83780 -0.75843 -1.87846 0.8 -0.1 1.1
H 1.31928 1.34280 -0.07638 1.5 1.0 -0.5
H 0.56929 1.13378 1.54806 0.6 -0.3 -0.1
H -0.82076 1.60560 -1.03870 -0.1 -0.3 -0.1
H -1.13135 2.18021 0.60233 0.0 -0.3 -0.3
H -2.58723 0.12399 -0.35577 -0.3 -0.4 0.1
H -2.02220 0.07467 1.34673 -0.2 0.2 0.4
H -0.91811 -1.39717 -1.01613 0.3 0.2 0.7
H -0.91063 -1.97755 0.66360 -0.4 0.1 0.3
C 6.41906 -2.72759 4.43954 -0.2 -0.1 -0.2
C 5.65867 -3.18115 5.66019 1.5 -0.3 -0.8
O 4.45541 -3.10385 5.56283 -0.7 -0.5 1.5
N 6.44956 -3.78630 6.64154 -2.3 1.2 -1.4
H 7.37876 -3.87641 6.33235 1.1 -0.3 -0.1
H 0.40755 -5.29455 3.86035 1.6 -0.3 0.7
C 5.84506 -4.85656 7.40051 -1.4 1.4 0.0
H 7.48684 -2.75213 4.55705 0.5 -0.2 -0.2
H 6.12241 -1.72740 4.17203 -0.1 0.5 0.0
H 6.04930 -3.38257 3.62697 0.6 0.2 0.3
H 5.24367 -5.46788 6.71229 0.4 -0.4 0.4
H 5.10381 -4.34235 8.06608 0.8 -1.0 0.0
H 6.66458 -5.34745 7.88159 -0.1 -0.7 0.6
C -4.00544 1.48703 -9.37805 1.2 1.0 -0.7
C -2.99028 2.36698 -8.56173 -1.7 -0.7 -1.3
O -2.59452 1.92862 -7.50210 0.9 0.3 0.6
N -2.64875 3.59803 -9.07141 0.3 -0.5 1.5
H 5.19690 4.92329 -10.50817 0.0 0.0 0.0
H -3.18041 3.98435 -9.81132 -0.5 0.1 -0.6
C -1.91393 4.50619 -8.19340 0.9 -0.4 1.4
H -5.02848 1.75613 -9.08441 0.3 0.0 -0.3
H -3.83677 0.42752 -9.18104 0.1 0.2 0.3
H -3.81056 1.62396 -10.47225 -0.6 0.1 0.8
H -2.30837 4.54977 -7.14766 -0.5 0.1 -0.9
H -1.78337 5.53747 -8.56861 -0.1 -0.8 -0.1
H -0.93891 4.02556 -7.95305 -0.2 0.6 -0.7
C 3.23390 -6.38092 2.86570 -0.5 0.7 1.0
C 1.88356 -5.73606 2.84064 -0.5 0.8 1.0
O 1.30567 -5.16601 1.94818 0.2 -0.3 -1.2
O 1.32224 -5.65854 4.07112 -1.4 -0.2 -0.4
H 3.25825 -7.15050 3.62431 0.1 0.2 0.6
H 3.89938 -5.52844 3.10887 0.1 -0.8 -0.2
H 3.46566 -6.89577 1.97754 0.4 0.0 -1.4
C -1.82426 -0.05358 5.66260 -2.4 -1.2 -1.1
C -1.65801 0.00358 4.11563 1.0 -0.1 -0.8
O -1.60558 1.13999 3.54668 -0.2 0.1 0.6
O -1.53840 -1.07017 3.45992 -0.4 0.2 0.9
H -2.97374 -0.37690 5.76640 2.5 0.5 0.2
H -1.71536 0.92680 6.12024 0.2 -0.1 0.1
H -1.16896 -0.84315 6.07498 -0.5 0.5 0.0
C 0.71136 -2.51112 -4.88656 -0.5 0.7 -0.3
C -0.02165 -1.16141 -4.66513 0.6 -0.3 -2.3
O -0.84062 -0.83991 -5.58000 -0.1 -0.2 0.5
O 0.30775 -0.40322 -3.74598 0.1 0.3 0.9
H 0.04255 -3.30490 -4.54975 0.3 -0.2 -0.1
H 1.64270 -2.51451 -4.35135 0.3 -0.2 0.6
H 0.97228 -2.63547 -5.95431 -0.5 0.0 0.4
C 2.52875 4.72997 -1.84733 -1.0 0.2 1.3
C 2.53915 3.50794 -0.96811 1.4 -0.6 0.1
O 3.14228 2.51723 -1.53215 -0.9 0.2 0.9
O 2.16676 3.56133 0.23007 0.3 -0.4 -1.1
H 3.54352 5.08846 -1.88632 0.4 0.0 -0.7
H 1.95141 5.49327 -1.34797 -0.3 0.4 0.1
H 2.01850 4.49854 -2.76144 0.3 0.0 -0.8
C -6.64562 -2.68044 0.09052 -0.4 0.2 0.0
C -5.40465 -1.77345 -0.27605 -2.3 1.8 0.6
O -5.65084 -0.57060 -0.70960 1.3 -2.8 0.7
O -4.33799 -2.38498 -0.05823 0.5 1.0 -0.5
H -6.50493 -3.44112 -0.67291 -0.5 -0.4 -0.2
H -7.71378 -2.25889 -0.01672 1.9 -0.5 0.4
H -6.45357 -3.24924 1.05520 -0.5 1.1 -0.9
C 7.41025 2.22757 3.82565 2.1 -0.2 2.9
C 6.01101 2.32934 3.47737 -1.9 -2.2 -0.6
O 5.57787 3.36980 2.96280 -0.6 1.0 0.3
O 5.27487 1.29137 3.64287 0.5 0.8 0.0
H 7.90146 1.28816 3.53489 -0.1 0.6 -0.6
H 7.48253 2.09958 4.95634 -0.3 0.3 -1.1
H 7.93153 3.17425 3.63662 0.2 -0.5 -0.4
```
Positions in Å, forces in eV/Å.

---

Entry 2:
Here is a molecular structure, C30H27HgN4O2S2 from the OMol25 dataset. Energies are from ωB97M-V with the def2-TZVPD basis set.

Total charge: 0
2S+1: 2
E_LUMO (spin up / spin down), eV: 0.358 / 0.357
E_HOMO (spin up / spin down), eV: -5.7 / -7.8
Frontier orbital gap (spin up / spin down), eV: 6.06 / 8.16

XYZ file:
```
66
Properties=species:S:1:pos:R:3:forces:R:3
Hg 0.13974 -1.08680 0.34149 0.3 0.0 0.0
S 3.87167 -0.35270 2.91271 -0.1 0.0 0.0
C 4.35354 -0.38519 1.27482 0.0 0.0 0.0
C 3.29338 -0.53957 0.43573 0.0 0.0 0.0
C 2.04250 -0.64021 1.11499 -0.2 0.0 -0.1
C 2.20414 -0.55762 2.47166 0.2 0.1 0.1
C 1.15212 -0.59728 3.49801 0.0 0.0 0.0
C 1.43734 -0.56466 4.86585 0.1 0.0 0.0
C 0.40171 -0.59745 5.77846 0.0 0.0 0.0
C -0.90440 -0.66802 5.31749 0.0 0.0 0.0
C -1.10003 -0.70273 3.94746 0.0 0.0 0.0
N -0.11042 -0.66423 3.06197 0.0 0.0 0.0
H 5.39658 -0.28291 1.01853 0.0 0.0 0.0
H 3.38483 -0.55741 -0.63829 0.0 0.0 0.0
H 2.46478 -0.51778 5.20299 0.0 0.0 0.0
H 0.61159 -0.57206 6.84016 0.0 0.0 0.0
H -1.74565 -0.69862 5.99569 0.0 0.0 0.0
H -2.10074 -0.76535 3.53220 0.0 0.0 0.0
C 1.21339 1.87815 -3.86657 0.0 0.0 0.0
C 1.26197 1.72353 -2.36235 0.0 0.0 0.0
O 1.91220 0.84279 -1.83715 0.1 0.0 0.0
N 0.56744 2.65376 -1.65163 0.0 0.1 0.0
C 0.48936 2.68083 -0.20001 0.1 -0.1 -0.1
C -0.93144 2.47662 0.26398 0.0 0.2 0.0
C -1.75668 3.57526 0.47880 -0.1 0.0 0.0
C -3.08833 3.37105 0.81178 0.1 -0.1 0.0
C -3.54820 2.07003 0.91913 0.0 0.0 0.0
C -2.64767 1.03561 0.70752 -0.1 -0.2 0.1
N -1.37080 1.22574 0.39540 0.1 0.1 0.0
H 1.04431 0.89450 -4.30149 0.0 0.0 0.0
H 2.18553 2.23466 -4.20747 0.0 0.0 0.0
H 0.44194 2.56856 -4.20811 0.0 0.0 0.0
H 0.03569 3.33780 -2.16238 0.0 0.0 0.0
H 0.85850 3.64352 0.15970 0.0 0.0 0.1
H 1.13660 1.89015 0.17908 0.0 0.0 0.0
H -1.35569 4.57701 0.38348 0.0 0.0 0.0
H -3.75002 4.21131 0.97997 0.0 0.0 0.0
H -4.57972 1.85315 1.16058 0.0 0.0 0.0
H -2.95586 -0.00434 0.77477 0.0 0.0 0.0
N -1.96684 -3.14363 -0.62060 0.1 0.4 0.1
C -1.63971 -2.01995 -0.23015 -0.3 -0.6 0.0
H -1.23808 -3.84900 -0.78423 0.0 0.0 0.0
O -1.12887 -0.21353 -2.40431 0.1 0.1 -0.2
S -1.90942 0.82735 -3.11812 -0.1 0.0 0.0
C -2.18387 0.19360 -4.78022 0.0 0.0 0.0
C -1.74313 -1.08338 -5.07209 0.0 -0.1 0.0
C -1.93192 -1.58082 -6.35537 0.0 0.0 0.0
C -2.54861 -0.79922 -7.32302 0.0 0.0 0.0
C -2.97756 0.48752 -7.01638 0.0 0.0 0.0
C -2.79053 0.99195 -5.73858 0.0 0.0 0.0
C -3.60172 0.68685 -2.54561 0.0 0.2 0.0
C -4.39954 1.82059 -2.54092 0.0 0.0 0.0
C -5.69846 1.73108 -2.05904 0.0 0.0 0.0
C -6.17087 0.51917 -1.56953 0.1 0.1 0.0
C -5.34747 -0.60108 -1.55847 0.0 0.0 0.0
C -4.05180 -0.52394 -2.04804 0.0 -0.1 0.0
H -1.26187 -1.66447 -4.29446 0.0 0.0 0.0
H -1.59573 -2.58000 -6.59995 0.0 0.0 0.0
H -2.69251 -1.19076 -8.32171 0.0 0.0 0.0
H -3.45304 1.09659 -7.77402 0.0 0.0 0.0
H -3.11830 1.99487 -5.48771 0.0 0.0 0.0
H -4.00743 2.76614 -2.89876 0.0 0.0 0.0
H -6.33445 2.60701 -2.05165 0.0 0.0 0.0
H -7.18108 0.45078 -1.18690 0.0 0.0 0.0
H -5.71353 -1.53886 -1.16051 0.0 0.0 0.0
H -3.38197 -1.37526 -2.00679 0.0 0.0 0.0
```
Positions in Å, forces in eV/Å.

---

What is the total charge in the first record? +3

---

Look up the 2S+1 of the second one. 2